{"formula": "C4H3N3O", "method": "wB97M-V/def2-TZVPD", "homo_ev": -9.76, "spin_multiplicity": 1, "lumo_energy_ev": -0.97, "total_energy_ha": -393.60417, "fmax_ev_per_a": 2.89, "elements": ["C", "C", "C", "C", "N", "N", "N", "O", "H", "H", "H"], "positions_angstrom": [[3.3509, 0.1721, 0.1159], [2.1299, -0.3939, -0.0562], [-0.7622, 0.2212, -0.0726], [-2.2801, 0.1065, 0.0045], [4.4262, 0.5787, -0.0072], [1.0904, -0.9583, -0.0478], [-0.1377, -1.0457, -0.0843], [-0.0544, 1.1972, 0.0657], [-2.5996, -0.6003, 0.8550], [-2.6331, 1.1018, 0.2300], [-2.5302, -0.3792, -1.0030]], "forces_ev_per_angstrom": [[0.971, -0.184, -0.801], [-1.994, -0.998, 0.291], [0.800, 0.127, 1.851], [0.786, -1.470, -0.338], [-0.245, 0.089, 0.514], [2.137, 1.951, -0.024], [-1.154, -1.968, -0.464], [-1.080, 0.410, -0.563], [0.723, 0.949, -1.423], [-0.561, 0.110, -0.525], [-0.383, 0.985, 1.482]]}

{"formula": "C14H14ClNO4P2S2", "method": "wB97M-V/def2-TZVPD", "homo_ev": -8.57, "spin_multiplicity": 1, "lumo_energy_ev": 0.18, "total_energy_ha": -2837.02309, "fmax_ev_per_a": 0.49, "elements": ["O", "C", "C", "C", "C", "C", "P", "O", "O", "S", "C", "C", "C", "S", "C", "C", "C", "C", "P", "O", "Cl", "C", "C", "N", "H", "H", "H", "H", "H", "H", "H", "H", "H", "H", "H", "H", "H", "H"], "positions_angstrom": [[-1.1635, -0.8921, -2.8379], [-0.4852, -2.0132, -3.4013], [0.5138, -2.5758, -2.3717], [0.2463, -2.1029, -0.9638], [-0.7083, -2.7522, -0.1930], [-1.0190, -2.3253, 1.0917], [-2.2733, -3.2181, 2.0264], [-2.9176, -2.1129, 3.0047], [-1.4505, -4.1923, 3.0059], [-3.5891, -4.1233, 0.9823], [-0.3472, -1.2283, 1.6301], [0.6256, -0.5819, 0.8937], [0.9029, -1.0050, -0.4064], [2.0916, -0.0818, -1.3372], [1.6627, 1.5230, -0.7468], [1.6794, 2.6215, -1.5969], [1.3618, 3.8704, -1.0961], [0.9894, 4.0216, 0.2366], [0.5348, 5.6886, 0.8040], [0.7720, 5.4523, 2.4150], [-1.5477, 5.4884, 0.7471], [0.9660, 2.9114, 1.0800], [1.3189, 1.6707, 0.5962], [1.3291, 0.5301, 1.4686], [-1.8785, -0.6408, -3.4309], [0.0599, -1.6927, -4.2915], [-1.2092, -2.7863, -3.6666], [0.4709, -3.6668, -2.3642], [1.5331, -2.3187, -2.6610], [-1.2482, -3.5915, -0.6149], [-2.2804, -1.6837, 3.5887], [-0.7816, -3.7391, 3.5344], [-0.5573, -0.8517, 2.6246], [1.9403, 2.4951, -2.6414], [1.3832, 4.7265, -1.7615], [0.0870, 5.9068, 2.9208], [0.6910, 3.0233, 2.1188], [2.2970, 0.2467, 1.6135]], "forces_ev_per_angstrom": [[0.060, -0.048, -0.055], [-0.093, 0.200, 0.220], [0.179, -0.002, 0.172], [0.021, 0.024, 0.039], [0.053, 0.029, 0.016], [0.113, 0.091, 0.021], [-0.414, 0.056, -0.251], [0.103, -0.058, 0.023], [0.022, -0.027, 0.103], [0.165, 0.000, 0.165], [-0.093, -0.194, 0.018], [0.003, -0.055, -0.054], [-0.070, -0.045, -0.060], [0.012, -0.004, -0.078], [-0.004, 0.056, -0.069], [0.084, -0.200, -0.065], [-0.050, 0.133, 0.035], [0.060, -0.043, 0.061], [0.050, -0.066, -0.008], [-0.174, -0.001, -0.103], [-0.068, -0.004, -0.020], [-0.018, 0.287, -0.044], [0.042, -0.084, -0.019], [0.015, -0.059, -0.045], [0.052, 0.005, 0.041], [-0.033, -0.169, -0.124], [0.008, -0.019, -0.095], [-0.062, 0.036, -0.119], [-0.047, 0.047, -0.003], [-0.021, -0.005, 0.025], [-0.100, 0.064, 0.020], [0.083, -0.083, -0.052], [0.033, 0.057, -0.026], [-0.024, -0.008, 0.061], [-0.001, 0.031, 0.055], [0.144, 0.053, 0.099], [-0.016, -0.051, 0.044], [-0.014, 0.053, 0.076]]}

{"formula": "CH25O11", "method": "wB97M-V/def2-TZVPD", "total_charge": 1, "homo_ev": -12.06, "spin_multiplicity": 1, "lumo_energy_ev": -4.37, "total_energy_ha": -880.37805, "fmax_ev_per_a": 5.53, "elements": ["O", "H", "H", "H", "O", "H", "H", "H", "C", "O", "H", "H", "H", "O", "H", "H", "O", "H", "H", "O", "H", "H", "O", "H", "H", "O", "H", "H", "O", "H", "H", "O", "H", "H", "O", "H", "H"], "positions_angstrom": [[2.1081, -1.2397, 2.9343], [1.5571, -1.6332, 3.6149], [1.6502, -0.5556, 2.4405], [2.4073, -1.9304, 2.3385], [-0.5149, 0.0818, -0.3948], [0.1797, -0.4445, -0.7975], [-1.3356, -0.3966, -0.2562], [-0.1797, 0.4572, 0.4226], [1.4195, 2.0504, 2.1052], [0.8952, 0.7829, 1.7727], [1.4230, 2.2348, 3.1795], [2.4651, 2.1131, 1.8038], [0.9273, 2.9134, 1.6568], [-3.0078, 0.7424, -2.2927], [-2.4101, 1.4342, -2.0092], [-2.9452, 0.7478, -3.2479], [-2.0717, -1.9835, 1.0407], [-2.4451, -1.5376, 1.8009], [-1.3079, -2.4463, 1.3852], [-1.0488, -0.1038, 3.8556], [-1.5928, 0.6783, 3.9477], [-0.3855, 0.1398, 3.2099], [-2.7681, 1.1536, 0.8362], [-2.5940, 1.9886, 1.2705], [-3.0203, 0.5622, 1.5454], [-0.2225, 1.7739, -3.4524], [0.1261, 0.8826, -3.4687], [-0.2944, 2.0204, -4.3745], [0.2585, -1.3178, -3.3997], [-0.4747, -1.5606, -3.9651], [0.8005, -2.1057, -3.3579], [2.6962, 0.6142, -3.0162], [3.3227, 0.4123, -2.3212], [2.0796, -0.1178, -3.0034], [1.2159, -1.8276, -0.5058], [1.4271, -2.1477, -1.3828], [1.6602, -2.4356, 0.0851]], "forces_ev_per_angstrom": [[1.917, -2.407, 1.492], [-0.531, -0.078, 0.739], [-2.333, 4.457, -2.284], [0.444, -0.359, -0.203], [-0.754, 0.750, -1.893], [0.387, -0.694, -0.101], [-0.959, -0.570, 0.181], [1.365, 1.166, 2.600], [0.661, -0.278, 0.193], [-0.492, -1.571, 0.115], [-0.166, -0.054, 0.303], [0.229, 0.117, -0.144], [-0.408, -0.203, -0.303], [-0.165, -0.464, 0.246], [0.222, 0.279, -0.026], [0.034, 0.106, -0.217], [0.131, 0.242, -0.576], [-0.117, 0.023, 0.412], [0.079, -0.205, 0.131], [-0.363, -0.764, 0.279], [-0.071, 0.216, 0.210], [0.560, 0.716, -0.876], [0.244, -0.240, -0.191], [0.028, 0.350, 0.068], [-0.255, -0.042, 0.189], [-0.381, 0.092, 0.240], [0.194, -0.196, -0.014], [0.059, 0.201, -0.244], [0.322, 0.210, 0.554], [-0.375, -0.005, -0.194], [0.095, -0.317, -0.414], [0.002, 0.012, 0.002], [0.292, 0.098, 0.167], [-0.225, -0.126, -0.197], [0.203, -0.119, -0.020], [0.078, -0.182, -0.221], [0.050, -0.161, -0.003]]}

Repeat the third record exactly.
{"formula": "CH25O11", "method": "wB97M-V/def2-TZVPD", "total_charge": 1, "homo_ev": -12.06, "spin_multiplicity": 1, "lumo_energy_ev": -4.37, "total_energy_ha": -880.37805, "fmax_ev_per_a": 5.53, "elements": ["O", "H", "H", "H", "O", "H", "H", "H", "C", "O", "H", "H", "H", "O", "H", "H", "O", "H", "H", "O", "H", "H", "O", "H", "H", "O", "H", "H", "O", "H", "H", "O", "H", "H", "O", "H", "H"], "positions_angstrom": [[2.1081, -1.2397, 2.9343], [1.5571, -1.6332, 3.6149], [1.6502, -0.5556, 2.4405], [2.4073, -1.9304, 2.3385], [-0.5149, 0.0818, -0.3948], [0.1797, -0.4445, -0.7975], [-1.3356, -0.3966, -0.2562], [-0.1797, 0.4572, 0.4226], [1.4195, 2.0504, 2.1052], [0.8952, 0.7829, 1.7727], [1.4230, 2.2348, 3.1795], [2.4651, 2.1131, 1.8038], [0.9273, 2.9134, 1.6568], [-3.0078, 0.7424, -2.2927], [-2.4101, 1.4342, -2.0092], [-2.9452, 0.7478, -3.2479], [-2.0717, -1.9835, 1.0407], [-2.4451, -1.5376, 1.8009], [-1.3079, -2.4463, 1.3852], [-1.0488, -0.1038, 3.8556], [-1.5928, 0.6783, 3.9477], [-0.3855, 0.1398, 3.2099], [-2.7681, 1.1536, 0.8362], [-2.5940, 1.9886, 1.2705], [-3.0203, 0.5622, 1.5454], [-0.2225, 1.7739, -3.4524], [0.1261, 0.8826, -3.4687], [-0.2944, 2.0204, -4.3745], [0.2585, -1.3178, -3.3997], [-0.4747, -1.5606, -3.9651], [0.8005, -2.1057, -3.3579], [2.6962, 0.6142, -3.0162], [3.3227, 0.4123, -2.3212], [2.0796, -0.1178, -3.0034], [1.2159, -1.8276, -0.5058], [1.4271, -2.1477, -1.3828], [1.6602, -2.4356, 0.0851]], "forces_ev_per_angstrom": [[1.917, -2.407, 1.492], [-0.531, -0.078, 0.739], [-2.333, 4.457, -2.284], [0.444, -0.359, -0.203], [-0.754, 0.750, -1.893], [0.387, -0.694, -0.101], [-0.959, -0.570, 0.181], [1.365, 1.166, 2.600], [0.661, -0.278, 0.193], [-0.492, -1.571, 0.115], [-0.166, -0.054, 0.303], [0.229, 0.117, -0.144], [-0.408, -0.203, -0.303], [-0.165, -0.464, 0.246], [0.222, 0.279, -0.026], [0.034, 0.106, -0.217], [0.131, 0.242, -0.576], [-0.117, 0.023, 0.412], [0.079, -0.205, 0.131], [-0.363, -0.764, 0.279], [-0.071, 0.216, 0.210], [0.560, 0.716, -0.876], [0.244, -0.240, -0.191], [0.028, 0.350, 0.068], [-0.255, -0.042, 0.189], [-0.381, 0.092, 0.240], [0.194, -0.196, -0.014], [0.059, 0.201, -0.244], [0.322, 0.210, 0.554], [-0.375, -0.005, -0.194], [0.095, -0.317, -0.414], [0.002, 0.012, 0.002], [0.292, 0.098, 0.167], [-0.225, -0.126, -0.197], [0.203, -0.119, -0.020], [0.078, -0.182, -0.221], [0.050, -0.161, -0.003]]}